--- P ---
Entry from the Open Molecules 2025 dataset: one molecule with the formula C5H11ClN2 (ωB97M-V/def2-TZVPD).

Properties
- E_HOMO (eV) = -9.1
- SMILES = N[C@@H]1CC[C@@]1(N)CCl

Structure (XYZ):
```
19
C5H11ClN2 | the Open Molecules 2025 dataset | ωB97M-V/def2-TZVPD
C 0.506 -0.958 -0.221
C -0.591 -1.292 0.890
C -1.207 0.093 0.701
C 0.078 0.557 -0.028
C 1.069 1.214 0.854
H 0.221 -2.443 -1.682
H 0.574 -1.023 -2.302
H 1.529 -1.230 0.023
H -0.239 -1.520 1.871
H -1.260 -2.105 0.560
H -1.536 0.644 1.597
H -2.045 0.077 0.006
H -0.247 2.290 -1.072
H -0.838 1.043 -1.830
H 1.283 0.607 1.714
H 2.017 1.385 0.255
N 0.111 -1.454 -1.508
N -0.006 1.294 -1.278
Cl 0.579 2.822 1.452
```

=====

--- Q ---
Entry from the Open Molecules 2025 dataset: one molecule with the formula C5H11ClN2 (ωB97M-V/def2-TZVPD).

Properties
- E_HOMO (eV) = -9.1
- SMILES = C[C@@H](N)/C(=C/Cl)CN

Structure (XYZ):
```
19
C5H11ClN2 | the Open Molecules 2025 dataset | ωB97M-V/def2-TZVPD
C 1.666 -1.678 -0.092
C 0.965 -0.326 0.318
C -0.551 -0.237 0.288
C -1.002 1.113 0.684
C -1.443 -1.176 -0.092
H 1.352 -2.060 -1.067
H 1.327 -2.379 0.681
H 2.732 -1.460 -0.098
H 1.314 -0.106 1.333
H 1.334 0.594 -1.436
H 1.298 1.660 -0.164
H -0.121 1.665 1.158
H -1.733 1.087 1.515
H -0.707 2.082 -1.047
H -2.309 1.563 -0.742
H -1.152 -2.224 -0.269
N 1.602 0.724 -0.480
N -1.423 1.973 -0.345
Cl -3.148 -0.814 -0.144
```

=====

Bottom line: P, by a margin of 11.7 kcal/mol.